No. 1
DFT (wB97M-V/def2-TZVPD) results for a molecular structure, C24H64BrO24PbS8 at a distorted geometry.

Geometry (Å):
Pb 0.12288 0.25653 -1.06503
Br -0.02615 2.43063 -3.12506
O 2.25518 1.77359 -0.31046
S 3.40352 2.67907 -0.64997
O 3.65823 3.10419 -1.99246
O 3.27574 4.00789 0.28987
C 3.03786 3.89124 1.72479
C 3.11554 5.24922 2.28480
C 4.91907 1.87315 0.01062
H 3.75536 3.19338 2.15638
H 2.01576 3.51287 1.74053
H 3.95681 5.80957 1.87691
H 3.19253 5.28640 3.37144
H 2.26754 5.84162 1.94119
H 5.77174 2.54575 -0.08247
H 5.00105 0.97524 -0.60187
H 4.72800 1.73097 1.07428
O -1.55803 -0.99122 0.60324
S -2.72373 -1.26914 1.42903
O -3.83967 -1.97720 0.79611
O -2.17229 -2.24163 2.60300
C -3.15342 -2.92581 3.39745
C -2.43173 -3.88263 4.29379
C -3.29532 0.21172 2.37335
H -3.86142 -3.53983 2.84084
H -3.76973 -2.30259 4.04541
H -3.19114 -4.49881 4.77517
H -1.87478 -3.27551 5.00746
H -1.72489 -4.56035 3.81507
H -3.67411 0.91805 1.63462
H -2.41773 0.60719 2.88478
H -4.10418 -0.11474 3.02699
O -0.26442 4.36728 1.57923
S -1.22389 3.41548 0.98074
O -0.82988 2.12061 0.30515
O -2.38913 3.12250 2.08149
C -2.99738 4.22226 2.67617
C -3.53129 3.77682 4.04871
C -2.31879 4.36014 -0.15759
H -3.73601 4.74605 2.06939
H -2.24027 4.99233 2.82410
H -4.29187 2.99691 4.01160
H -3.99470 4.65777 4.49287
H -2.67191 3.43923 4.62802
H -3.23798 3.81676 -0.37653
H -1.77812 4.40013 -1.10320
H -2.40955 5.39441 0.17428
O 1.11157 -2.14327 -0.47008
S 1.97853 -3.28333 -0.14181
O 2.28592 -3.53152 1.28719
O 1.27180 -4.69953 -0.71804
C 2.11534 -5.85486 -0.79455
C 1.32488 -7.15673 -0.52984
C 3.52571 -3.13500 -1.13953
H 2.93399 -5.85984 -0.07489
H 2.60471 -5.88883 -1.76792
H 0.70665 -7.15545 0.36787
H 2.03356 -7.98477 -0.51435
H 0.68951 -7.45415 -1.36408
H 3.28585 -3.13534 -2.20281
H 4.20230 -3.94976 -0.88170
H 3.84209 -2.10496 -0.97515
O 0.72491 0.19795 1.62800
S 1.21517 0.35277 3.01707
O 2.53075 0.99110 3.20127
O 0.03593 1.18821 3.85527
C 0.49930 1.83034 4.99851
C 1.30224 3.12348 4.77284
C 1.13561 -1.29405 3.85973
H 1.26620 1.21307 5.46643
H -0.38086 2.08939 5.58699
H 0.84731 3.87603 4.12878
H 2.23557 2.98506 4.22711
H 1.59343 3.57677 5.72038
H 1.52504 -1.27178 4.87755
H 1.71304 -1.95029 3.20856
H 0.10143 -1.63590 3.90135
O -0.93247 -1.78489 -2.37566
S -1.73804 -1.99284 -3.58291
O -1.93728 -0.90905 -4.54381
O -0.99789 -3.22409 -4.45222
C -0.23800 -4.25094 -3.75193
C -0.04613 -5.37584 -4.72335
C -3.28746 -2.94916 -3.11074
H -0.79061 -4.71545 -2.93527
H 0.67117 -3.80167 -3.35232
H 0.48501 -6.19289 -4.23506
H 0.42276 -4.87840 -5.57235
H -0.96678 -5.77732 -5.14680
H -3.01798 -3.90591 -2.66341
H -3.86065 -3.12031 -4.02192
H -3.85757 -2.44858 -2.32811
O -2.27106 0.47247 -1.56818
S -3.62863 0.80186 -2.02287
O -4.54909 -0.20500 -2.56562
O -4.27917 1.54355 -0.75179
C -5.64060 1.87454 -0.73224
C -5.89187 2.63166 0.58856
C -3.65402 2.23579 -3.24717
H -6.10300 0.89488 -0.61160
H -6.06364 2.39712 -1.59018
H -5.58657 3.66704 0.43730
H -5.45088 2.25098 1.50981
H -6.91185 2.68588 0.96908
H -4.67129 2.43359 -3.58503
H -3.03872 1.85620 -4.06290
H -3.16926 3.11939 -2.83199
O 3.17559 -1.83088 -4.46053
S 3.00846 -0.64309 -3.63300
O 1.97855 -0.57610 -2.57611
O 4.46638 -0.19644 -2.99344
C 5.62920 -0.44684 -3.73874
C 6.70407 0.17816 -2.80355
C 2.74256 0.91486 -4.72155
H 5.55538 0.03381 -4.71426
H 5.81073 -1.51790 -3.82810
H 6.65057 -0.21310 -1.78760
H 6.45708 1.23269 -2.92626
H 7.73597 0.10051 -3.14600
H 3.64594 0.94277 -5.33083
H 2.63785 1.84440 -4.16201
H 1.80246 0.76228 -5.25168

- Multiplicity: 1
- LUMO energy: -1.60 eV
- Orbital gap: 8.532 eV
- Charge: +1

Löwdin atomic charge list, values in e, 4 entries: Pb 1.4015; Br -0.0515; O -0.4266; S 0.6688

=====

No. 2
DFT (wB97M-V/def2-TZVPD) results for 9 unconnected molecules or ions with the total composition C24H64ClO12 at a distorted geometry.

Geometry (Å):
Cl -0.25089 0.16886 0.46966
O 0.06423 -1.11080 1.03038
O 0.85936 0.57373 -0.32278
O -1.43757 0.13486 -0.35845
O -0.54097 1.20192 1.41680
C 1.00078 3.83025 -1.93410
C 0.00743 4.18075 -3.07746
C -0.61702 3.00383 -3.74967
O -0.99584 5.06021 -2.63035
H 0.57987 3.38140 -1.03441
H 1.48720 4.74878 -1.60575
H 1.81784 3.16738 -2.21891
H 0.57557 4.70927 -3.84295
H 0.07847 2.26349 -4.14501
H -1.24391 3.35567 -4.56901
H -1.23145 2.31719 -3.16734
H -1.45492 4.58078 -1.93681
C -3.72699 2.85415 0.74324
C -3.38787 3.32460 -0.67522
C -3.93707 4.67337 -0.99376
O -2.00939 3.35196 -0.78085
H -4.79128 2.88277 0.97682
H -3.22202 3.53198 1.43147
H -3.35710 1.86101 0.99811
H -3.69505 2.49866 -1.31675
H -4.97495 4.92187 -0.77207
H -3.84813 4.76524 -2.07624
H -3.32461 5.41938 -0.48735
H -1.68397 2.51857 -0.43277
C 0.93080 -2.54045 5.19362
C 0.64278 -1.03809 5.10244
C 1.63299 -0.22969 4.35030
O -0.56567 -0.84610 4.43972
H 0.18005 -2.98680 5.84574
H 1.92886 -2.73282 5.58728
H 0.83401 -2.86297 4.15694
H 0.54282 -0.64280 6.11331
H 1.73203 -0.59507 3.32815
H 2.56924 -0.29936 4.90410
H 1.37342 0.82889 4.33963
H -0.44500 -0.90396 3.48909
C 3.17603 -2.73538 1.73106
C 2.81782 -3.27669 0.37014
C 3.54745 -4.63208 0.03125
O 1.47940 -3.64581 0.23812
H 2.71734 -1.74899 1.79987
H 4.25904 -2.62039 1.77525
H 2.78985 -3.30582 2.57579
H 3.12677 -2.58799 -0.41620
H 3.53537 -4.72456 -1.05475
H 3.10803 -5.51991 0.48596
H 4.62308 -4.59109 0.20284
H 1.04341 -2.79741 0.34644
C 2.89909 -0.38600 -4.99215
C 1.88717 -0.35238 -3.86112
C 1.27630 -1.65014 -3.42143
O 2.44013 0.32762 -2.74973
H 3.73961 -1.03990 -4.75969
H 3.40147 0.55328 -5.22338
H 2.46050 -0.84507 -5.87815
H 1.08654 0.30096 -4.20786
H 0.57628 -1.48830 -2.60175
H 2.02301 -2.30814 -2.97694
H 0.88548 -2.21952 -4.26474
H 1.79668 0.30947 -2.03752
C -3.17633 -1.82993 2.60970
C -3.63913 -0.37637 2.91426
C -5.03766 -0.03916 2.43616
O -3.68453 -0.21665 4.32104
H -3.90410 -2.58495 2.90703
H -2.21646 -1.98230 3.10320
H -2.97738 -1.97966 1.54852
H -2.85937 0.30929 2.58270
H -4.97741 -0.06156 1.34806
H -5.27959 0.96012 2.79811
H -5.87118 -0.67380 2.73712
H -2.77181 -0.30916 4.60386
C 3.31513 2.84278 0.07846
C 4.59239 2.38490 0.82413
C 4.51741 0.94370 1.46000
O 5.59928 2.35066 -0.16311
H 2.49244 2.91260 0.79009
H 2.93045 2.16560 -0.68413
H 3.41917 3.79754 -0.43701
H 4.78022 3.14324 1.58423
H 5.43070 0.76459 2.02738
H 4.38348 0.19437 0.67983
H 3.68448 0.91912 2.16266
H 5.19173 1.86363 -0.88304
C -3.77023 -3.73428 -2.79596
C -2.99804 -2.86437 -1.78361
C -1.59536 -3.39386 -1.41514
O -2.87129 -1.56698 -2.38531
H -4.64722 -3.22784 -3.19909
H -4.10161 -4.66739 -2.34035
H -3.13450 -4.04404 -3.62541
H -3.53966 -2.67681 -0.85647
H -1.05083 -3.53056 -2.34944
H -1.66519 -4.36639 -0.92790
H -1.07659 -2.74731 -0.70736
H -2.28325 -1.01640 -1.86314

- Multiplicity: 2
- LUMO energy (alpha / beta): -0.23 / -6.72 eV
- Orbital gap (alpha / beta): 9.019 / 2.531 eV
- Charge: 0
- ⟨S²⟩: 0.75

Löwdin atomic charge list, values in e, 4 entries: Cl 0.6484; O -0.3221; O -0.3479; O -0.3537

=====

No. 3
DFT (wB97M-V/def2-TZVPD) results for a molecular structure, C24H64FeLi2O28PS8 at a distorted geometry.

Geometry (Å):
Li -1.31824 3.16138 -0.28259
Li 0.93413 1.72236 -2.47658
Fe -1.38108 0.12334 1.70875
P -0.22364 0.89533 -0.51691
O -1.03434 -0.29854 -0.04011
O 1.27320 0.73925 -0.77880
O -0.75964 1.57447 0.74062
O -0.83070 1.77145 -1.60930
O 4.07185 -2.62759 -0.00850
S 3.20057 -3.23601 1.02496
O 2.26385 -4.33362 0.63238
O 4.15424 -3.78195 2.24996
C 3.67866 -4.81707 3.06105
C 4.72573 -5.14624 4.13215
C 2.20885 -1.90991 1.88052
H 3.50664 -5.65843 2.38976
H 2.70845 -4.61471 3.51475
H 5.47029 -5.75097 3.61442
H 4.27261 -5.80188 4.87572
H 5.19305 -4.30709 4.64747
H 2.98353 -1.32457 2.37584
H 1.61089 -2.41835 2.63685
H 1.55756 -1.33344 1.22354
O -4.64991 3.84153 2.22916
S -3.30257 4.38690 2.47449
O -2.10099 4.07349 1.66241
O -3.52794 6.02115 2.52378
C -4.73769 6.52817 3.10226
C -4.83112 8.13716 3.06949
C -2.91043 4.08296 4.23317
H -4.82049 6.18090 4.13214
H -5.57366 6.15132 2.51299
H -4.50862 8.51191 2.09807
H -4.49535 8.78391 3.88008
H -5.88846 8.35649 2.92112
H -2.16849 4.85720 4.42854
H -2.46434 3.09538 4.11578
H -3.81275 4.09360 4.84457
O -5.67642 0.76366 0.28151
S -4.35339 0.21887 0.01435
O -3.29863 0.48866 0.97103
O -4.43111 -1.44699 0.04018
C -5.66463 -2.04779 -0.45852
C -5.63689 -3.57338 -0.40138
C -3.75682 0.39716 -1.76735
H -5.80475 -1.64098 -1.46001
H -6.50977 -1.68614 0.12718
H -5.18109 -3.94240 0.51741
H -5.08742 -4.05758 -1.20868
H -6.67194 -3.90519 -0.48300
H -4.46153 0.20976 -2.57751
H -2.80001 -0.11044 -1.88960
H -3.35841 1.40843 -1.84923
O 5.78522 2.20718 -2.15660
S 4.49960 1.44036 -2.14234
O 3.20964 1.94503 -2.62966
O 4.85755 0.04989 -2.99217
C 3.84648 -0.89006 -3.27811
C 4.43718 -2.32091 -3.50801
C 4.27377 0.73819 -0.44732
H 3.35369 -0.53689 -4.18394
H 3.06276 -0.97587 -2.52544
H 3.61365 -3.02835 -3.60518
H 4.99017 -2.70412 -2.65042
H 5.08830 -2.39192 -4.37927
H 3.54877 -0.06700 -0.56622
H 3.86114 1.49423 0.22070
H 5.21041 0.39971 -0.00435
O 0.35589 3.45142 4.96741
S 1.75165 3.51870 4.46895
O 2.40270 4.68678 3.84541
O 2.78888 2.81726 5.56298
C 4.12620 3.11817 5.42738
C 4.92057 1.89711 6.04392
C 1.88717 2.13415 3.31034
H 4.40945 4.03297 5.94798
H 4.46370 3.27928 4.40355
H 6.00105 1.87806 5.90142
H 4.47448 0.95952 5.71221
H 4.76834 1.88421 7.12316
H 2.92681 2.02754 3.00068
H 1.34817 2.28426 2.37490
H 1.58456 1.19289 3.76920
O 0.48622 0.06154 -3.45794
S -0.12120 -1.16044 -3.93819
O -1.21666 -1.08949 -4.88586
O 1.09785 -2.05089 -4.65676
C 0.78168 -3.31524 -5.16190
C 1.67733 -3.78476 -6.32582
C -0.68313 -2.22354 -2.53514
H -0.21596 -3.35057 -5.59960
H 0.77403 -4.06528 -4.37103
H 1.84246 -3.06473 -7.12730
H 1.22234 -4.68071 -6.74815
H 2.69820 -3.92487 -5.97044
H -1.44751 -1.71109 -1.95100
H 0.17875 -2.24086 -1.86809
H -1.01030 -3.18290 -2.93601
O -0.30716 2.58552 -6.61055
S -0.39830 3.02243 -5.21657
O 0.76928 2.84589 -4.35554
O -0.86750 4.59254 -5.04467
C -1.63926 5.14852 -5.99620
C -1.95086 6.64934 -5.71541
C -1.87378 2.25723 -4.37108
H -2.56432 4.57722 -6.07357
H -1.11216 5.12682 -6.95003
H -1.06887 7.27958 -5.82944
H -2.46299 6.94492 -4.79974
H -2.63984 6.96112 -6.50039
H -1.71557 1.22341 -4.06402
H -2.63646 2.18254 -5.14621
H -2.03952 2.90775 -3.51233
O -3.27338 -5.40427 1.05290
S -2.25826 -4.87530 1.98393
O -2.76468 -4.18238 3.18467
O -1.13532 -6.02345 2.37765
C -0.13527 -5.72926 3.35817
C 0.49589 -7.06633 3.74656
C -1.15671 -3.72895 1.06175
H -0.66652 -5.11395 4.08430
H 0.51335 -5.02078 2.84295
H 1.33573 -6.93005 4.42788
H 0.88971 -7.43649 2.80000
H -0.15201 -7.87387 4.08743
H -0.64024 -3.06642 1.75631
H -1.79566 -3.12311 0.41926
H -0.44212 -4.27264 0.44380

- Multiplicity: 7
- LUMO energy (alpha / beta): -2.44 / -5.25 eV
- Orbital gap (alpha / beta): 7.917 / 7.442 eV
- Charge: +1
- ⟨S²⟩: 12.01

Löwdin atomic charge list, values in e, 4 entries: Li 0.7246; Li 0.6238; Fe 1.1297; P -0.0221

=====

No. 4
DFT (wB97M-V/def2-TZVPD) results for 8 unconnected molecules or ions with the total composition C24H64O8 at a distorted geometry.

Geometry (Å):
C 14.99674 3.95342 -22.70833
C 14.07618 5.09281 -22.21024
C 13.35712 4.74321 -20.92983
O 14.80757 6.29833 -22.04571
H 15.45150 4.24227 -23.65589
H 14.44430 3.03222 -22.89354
H 15.78142 3.63991 -22.01979
H 13.34261 5.37865 -22.96408
H 12.65066 3.93943 -21.13705
H 12.71240 5.54910 -20.57913
H 14.00363 4.35685 -20.14189
H 15.73072 6.23149 -22.30053
C 16.22129 1.06961 -24.85427
C 16.73257 -0.39309 -25.16238
C 15.64864 -1.44616 -24.83778
O 17.15569 -0.41739 -26.47765
H 16.24989 1.29002 -23.78717
H 15.24613 1.25626 -25.30407
H 16.89293 1.80751 -25.29303
H 17.61416 -0.60252 -24.55655
H 15.22307 -1.34230 -23.83967
H 15.98246 -2.48059 -24.91917
H 14.82744 -1.38916 -25.55226
H 17.76963 -1.15252 -26.54286
C 10.71918 3.14097 -25.36872
C 12.08243 2.36272 -25.40268
C 11.94297 0.86114 -25.63492
O 12.71687 2.85671 -26.62947
H 10.01131 2.71138 -26.07756
H 10.97804 4.17607 -25.59155
H 10.28866 3.09973 -24.36819
H 12.62031 2.52703 -24.46899
H 11.51321 0.55161 -26.58760
H 11.25433 0.39608 -24.92951
H 12.90072 0.34092 -25.64832
H 13.41473 2.20709 -26.74161
C 16.35641 8.77702 -26.29530
C 16.36991 7.55031 -25.46699
C 15.98819 6.24298 -26.20940
O 17.67717 7.38172 -24.85439
H 16.48634 9.64697 -25.65157
H 15.37193 8.81695 -26.76148
H 17.11867 8.75436 -27.07410
H 15.66191 7.65333 -24.64466
H 16.13520 5.31873 -25.65060
H 16.55030 6.00800 -27.11324
H 14.94622 6.30734 -26.52286
H 18.37925 7.20016 -25.48346
C 14.71687 9.37876 -20.37063
C 14.49159 9.95631 -21.79955
C 15.81708 10.40988 -22.43525
O 13.83535 9.01149 -22.64835
H 15.45544 8.57746 -20.39380
H 13.83035 8.81233 -20.08542
H 14.99718 10.16902 -19.67421
H 13.82134 10.81236 -21.72177
H 16.29031 11.12467 -21.76203
H 15.69798 11.05083 -23.30881
H 16.45507 9.55011 -22.63985
H 14.20965 8.16270 -22.40129
C 12.31264 6.06070 -17.53122
C 11.85641 6.83090 -16.26027
C 13.04135 7.21643 -15.39139
O 11.18684 7.98323 -16.77462
H 12.72551 5.10348 -17.21281
H 12.99552 6.61190 -18.17771
H 11.47711 5.85880 -18.20146
H 11.15992 6.22995 -15.67558
H 12.73684 7.66715 -14.44682
H 13.56715 7.99013 -15.95087
H 13.59364 6.28044 -15.30770
H 10.27094 7.82971 -17.01786
C 19.30342 5.07775 -21.36655
C 18.71186 5.49335 -22.67315
C 18.30339 4.34394 -23.53410
O 17.63391 6.33342 -22.46413
H 19.97836 4.22565 -21.44696
H 18.57721 4.69688 -20.64846
H 19.89833 5.85846 -20.89256
H 19.45174 6.04264 -23.25534
H 17.78619 3.62627 -22.89728
H 19.18283 3.87933 -23.98000
H 17.69831 4.70760 -24.36460
H 17.65032 6.93905 -23.20881
C 11.07719 2.28882 -19.14746
C 11.45685 1.29078 -18.04792
C 10.46781 1.25918 -16.84502
O 11.29913 0.02156 -18.55915
H 11.61070 2.28998 -20.09796
H 11.18623 3.27875 -18.70445
H 10.05941 2.08159 -19.47805
H 12.50519 1.35244 -17.75586
H 9.42822 1.12642 -17.14455
H 10.52059 2.16336 -16.23859
H 10.63967 0.36774 -16.24177
H 11.98277 -0.54867 -18.19989

- Multiplicity: 2
- LUMO energy (alpha / beta): -2.28 / -9.04 eV
- Orbital gap (alpha / beta): 9.281 / 2.519 eV
- Charge: +1
- ⟨S²⟩: 0.75

Löwdin atomic charge list, values in e, 4 entries: C -0.0324; C -0.4414; C -0.0478; O -0.0765